1.
DFT (wB97M-V/def2-TZVPD) results for 2 unconnected molecules or ions with the total composition C5H10O.

Output
- spin multiplicity = 1
- HOMO (eV) = -10.078
- ΔE to the lowest compared entry with this formula, charge and spin (kcal per mole) = 33.80
- SMILES = C=CC=O.CC

Last column: Mulliken charge in e.
Atoms and positions in Å:
C1 -0.7814 -1.3482 -0.0325  -0.742
C2 -1.7656 -0.8143 -0.7542  -0.085
C3 -2.6062 0.2635 -0.1729  0.045
O1 -2.3881 0.7782 0.9029  -0.475
H1 -0.0865 -2.0803 -0.4332  0.286
H2 -0.6227 -1.0082 0.9887  0.282
H3 -1.9492 -1.1037 -1.7865  0.319
H4 -3.4619 0.5998 -0.7925  0.344
C4 2.2643 0.0981 0.4374  -0.917
C5 1.1507 1.0820 0.0836  -0.634
H5 3.1108 0.6176 0.8983  0.328
H6 1.9258 -0.6668 1.1478  0.270
H7 2.6386 -0.4230 -0.4521  0.252
H8 0.6453 1.4571 0.9806  0.254
H9 1.5381 1.9363 -0.4781  0.361
H10 0.3879 0.6118 -0.5373  0.114

2.
DFT (wB97M-V/def2-TZVPD) results for a molecular structure, C24H16FeN5O4.

Output
- expectation value of S² = 6.1403
- spin multiplicity = 5
- HOMO (alpha / beta) (eV) = -3.385 / -4.455
- ΔE to the lowest compared entry with this formula, charge and spin (kcal per mole) = 68.41
- total charge = -1

Last column: Löwdin spin population.
Atoms and positions in Å:
Fe1 0.1816 0.4562 0.4135  2.759
O1 -0.5327 -3.3200 1.1766  0.067
C1 0.1078 -2.5177 0.5260  0.038
N1 0.5798 -1.2986 1.0840  0.048
C2 1.2383 -1.3531 2.3237  0.004
C3 1.7329 -2.4964 2.9464  0.011
C4 2.3931 -2.3833 4.1620  0.004
C5 2.5574 -1.1384 4.7591  0.013
C6 2.0635 0.0029 4.1417  0.003
C7 1.4080 -0.1131 2.9156  0.007
N2 0.7605 0.8981 2.1877  0.008
C8 0.4092 2.0989 2.7214  0.013
O2 0.9671 2.6925 3.6281  0.023
C9 -0.8869 2.6426 2.1483  0.002
C10 -1.1621 3.9946 2.2203  0.001
C11 -2.3628 4.4521 1.7065  0.001
C12 -3.2552 3.5359 1.1725  0.002
C13 -2.8958 2.1986 1.1542  0.004
N3 -1.7322 1.7530 1.6227  0.034
C14 0.4784 -2.7256 -0.8719  0.105
C15 -0.0268 -3.7333 -1.6405  -0.010
C16 0.1625 -3.8199 -3.0332  0.108
C17 0.4499 -2.7594 -3.8944  -0.011
C18 0.5239 -1.3948 -3.5941  0.094
N4 1.4321 -1.8477 -1.4348  0.009
H1 1.5843 -3.4659 2.4884  0.000
H2 2.7792 -3.2744 4.6435  0.000
H3 3.0763 -1.0542 5.7074  0.001
H4 2.1831 0.9787 4.5849  0.000
H5 -0.4238 4.6577 2.6499  0.000
H6 -2.5959 5.5104 1.7115  0.000
H7 -4.2065 3.8480 0.7635  0.000
H8 -3.5633 1.4537 0.7321  0.000
H9 -0.6121 -4.4918 -1.1330  0.000
H10 -0.0684 -4.7702 -3.5030  0.008
H11 0.4621 -3.0068 -4.9542  -0.005
H12 1.2622 0.3514 -4.5831  0.004
O3 -1.3443 3.3053 -1.6923  0.076
C19 -0.7087 2.3198 -1.3737  0.050
O4 -0.1254 2.1840 -0.1934  0.035
C20 -0.4926 1.1684 -2.2654  0.219
C21 -1.1670 1.1502 -3.5178  0.008
C22 -0.8616 0.4007 -4.5933  0.186
C23 0.4294 -0.3515 -4.6876  0.024
C24 0.6921 -0.9556 -2.2706  -0.022
N5 0.2755 0.1823 -1.7043  0.064
H13 -2.0209 1.8196 -3.5553  0.000
H14 -1.5458 0.3676 -5.4350  0.011
H15 0.5217 -0.8361 -5.6596  0.001
H16 1.8789 -1.3152 -0.7011  0.002

3.
DFT (wB97M-V/def2-TZVPD) results for 16 unconnected molecules or ions with the total composition C28H81BrFO17PS in a non-equilibrium geometry.

Output
- spin multiplicity = 1
- HOMO (eV) = -8.446

Last column: Mulliken charge in e.
Atoms and positions in Å:
C1 1.3806 0.0495 1.4907  -1.380
P1 2.1885 -1.0546 0.2667  0.771
C2 2.8814 0.4209 -0.7357  -1.465
C3 3.8991 1.3244 -0.0192  -0.144
C4 5.2495 0.6935 0.2907  -1.110
Br1 6.2885 0.3098 -1.3211  -0.247
C5 1.2846 -1.7596 -1.1509  -1.304
C6 -0.2546 -1.6609 -1.0360  -0.396
C7 -0.7844 -0.2879 -1.4823  -0.407
C8 -1.5611 0.5344 -0.4717  0.482
C9 -1.7469 1.8868 -0.7833  -0.734
C10 -2.4012 2.7402 0.0701  -0.879
C11 -2.9132 2.2644 1.2772  -0.755
C12 -2.7772 0.9288 1.5838  -0.895
C13 -2.0961 0.0651 0.7137  0.130
S1 1.6583 -2.8709 1.6335  0.964
O1 0.3154 -2.8441 2.1528  -0.559
O2 2.6970 -2.9209 2.6333  -0.667
F1 1.8220 -4.2574 0.7963  -0.195
H1 1.0872 0.9374 0.9334  0.358
H2 2.1297 0.3508 2.2210  0.422
H3 0.4868 -0.3636 1.9536  0.496
H4 3.5167 -1.4829 0.4311  0.050
H5 2.0902 1.0524 -1.1446  0.337
H6 3.4018 -0.0175 -1.5953  0.657
H7 4.0937 2.1767 -0.6783  0.510
H8 3.5275 1.7536 0.9151  0.021
H9 5.2012 -0.1989 0.9100  0.500
H10 5.8481 1.4141 0.8429  0.538
H11 1.5597 -1.2848 -2.0861  0.786
H12 1.5289 -2.8194 -1.2673  0.368
H13 -0.5884 -1.9549 -0.0411  0.327
H14 -0.6446 -2.4190 -1.7164  0.167
H15 -1.4005 -0.3871 -2.3794  0.329
H16 0.0760 0.3144 -1.7856  0.336
H17 -1.3517 2.2724 -1.7194  0.498
H18 -2.4865 3.7873 -0.1987  0.534
H19 -3.4125 2.9492 1.9509  0.469
H20 -3.1838 0.5428 2.5093  0.660
H21 -2.0042 -0.9760 0.9993  0.309
C14 -5.9208 2.0594 4.0881  -0.487
O3 -4.5505 1.7743 4.3966  -0.499
H22 -5.9316 2.8040 3.2942  0.250
H23 -6.4308 1.1594 3.7403  0.276
H24 -6.4336 2.4566 4.9631  0.196
H25 -4.5429 1.1157 5.0952  0.269
C15 0.0543 -0.9291 -5.0482  -0.356
O4 0.9499 -1.5875 -4.1562  -0.405
H26 0.0344 0.1262 -4.7853  0.252
H27 0.3861 -1.0333 -6.0850  0.327
H28 -0.9466 -1.3505 -4.9318  -0.068
H29 0.9487 -2.5241 -4.3815  0.226
C16 6.9450 4.5495 -0.3044  -0.689
O5 7.2701 3.3298 0.3612  -0.427
H30 6.8632 5.3301 0.4488  0.255
H31 7.7257 4.8294 -1.0156  0.333
H32 5.9898 4.4596 -0.8295  0.289
H33 7.3361 2.6463 -0.3149  0.209
C17 -1.0756 -5.5025 -3.2540  -0.730
O6 0.0493 -4.6394 -3.0951  -0.399
H34 -1.9367 -4.8883 -3.4981  0.115
H35 -0.9051 -6.2182 -4.0637  0.406
H36 -1.2799 -6.0416 -2.3271  0.359
H37 0.8084 -5.1882 -2.8717  0.235
C18 -6.4948 3.9834 7.8753  -0.582
O7 -7.1116 3.8948 6.5941  -0.461
H38 -6.1512 2.9872 8.1416  0.224
H39 -5.6362 4.6589 7.8525  0.270
H40 -7.2044 4.3271 8.6324  0.272
H41 -7.4140 4.7748 6.3544  0.261
C19 -0.1923 6.2661 -0.2268  -0.479
O8 -1.2645 5.9797 -1.1240  -0.489
H42 -0.4835 5.9072 0.7565  0.194
H43 0.7198 5.7502 -0.5285  0.199
H44 -0.0042 7.3424 -0.1715  0.335
H45 -1.0084 6.2868 -1.9971  0.268
C20 -3.8042 -2.8767 -5.5386  -0.694
O9 -3.3226 -1.9941 -4.5228  -0.399
H46 -3.4014 -2.5320 -6.4873  0.264
H47 -3.4673 -3.8993 -5.3561  0.192
H48 -4.8951 -2.8598 -5.5871  0.333
H49 -3.6718 -2.3054 -3.6803  0.296
C21 9.8815 4.4508 2.1199  -0.357
O10 9.2643 5.5704 2.7538  -0.518
H50 10.9360 4.6827 1.9902  0.272
H51 9.7894 3.5557 2.7399  0.225
H52 9.4316 4.2630 1.1463  0.094
H53 8.3351 5.3566 2.8710  0.289
C22 3.3120 -7.4532 -0.3293  -0.589
O11 2.6975 -6.4079 -1.0735  -0.432
H54 2.9507 -8.3971 -0.7300  0.216
H55 4.4003 -7.4217 -0.4277  0.266
H56 3.0430 -7.3907 0.7280  0.263
H57 3.0060 -5.5722 -0.7126  0.270
C23 -4.2950 1.4754 -3.8441  -0.394
O12 -4.9408 0.3065 -3.3616  -0.542
H58 -4.7435 2.3296 -3.3423  0.236
H59 -3.2253 1.4577 -3.6156  0.073
H60 -4.4326 1.5867 -4.9239  0.293
H61 -4.5398 -0.4489 -3.8042  0.378
C24 9.3618 -2.8424 -1.5966  -0.516
O13 9.1795 -1.4435 -1.4213  -0.445
H62 10.3450 -2.9927 -2.0359  0.209
H63 9.3207 -3.3705 -0.6400  0.254
H64 8.6084 -3.2582 -2.2719  0.232
H65 8.3090 -1.3025 -1.0332  0.232
C25 -3.5311 -2.7846 3.1211  -0.657
O14 -2.3651 -2.0019 3.3352  -0.384
H66 -4.3318 -2.1091 2.8267  0.239
H67 -3.3725 -3.5157 2.3225  0.255
H68 -3.8293 -3.3108 4.0326  0.322
H69 -1.6534 -2.5974 3.5910  0.249
C26 3.5980 4.5353 1.1881  -0.432
O15 2.2061 4.2625 1.0434  -0.384
H70 3.8882 5.2036 0.3812  0.217
H71 3.8017 5.0237 2.1442  0.359
H72 4.1862 3.6156 1.1152  0.109
H73 1.9423 3.6739 1.7559  0.226
C27 -4.0310 -7.5294 -3.0207  -0.559
O16 -4.1667 -6.1249 -2.8204  -0.431
H74 -3.0731 -7.6996 -3.5058  0.182
H75 -4.0444 -8.0656 -2.0688  0.284
H76 -4.8256 -7.9146 -3.6644  0.295
H77 -5.0120 -5.9713 -2.3901  0.262
C28 -9.4168 2.6796 3.0288  -0.550
O17 -9.0452 1.6806 3.9704  -0.459
H78 -8.7611 2.5763 2.1677  0.228
H79 -10.4520 2.5510 2.7010  0.298
H80 -9.2928 3.6823 3.4481  0.228
H81 -9.6180 1.7694 4.7365  0.271